The following is a quantum chemistry calculation of a structure of composition C16H14IrO2S6, from OMol25.

Values from the calculation:
Highest occupied orbital energy (alpha / beta) = -10.188 / -11.440 eV
Multiplicity = 5
Orbital gap (alpha / beta) = 5.77 / 5.99 eV
Net charge = +1
Energy relative to the best compared isomer or geometry (same formula, charge and spin) = 4.4875 eV

Geometry as XYZ:
```
39
Properties=species:S:1:pos:R:3:forces:R:3:mulliken_charge:R:1
Ir 1.20047 1.70405 2.52576 0.0 0.0 -0.1 0.483
S -1.13782 -3.06913 -3.37698 0.0 0.0 0.0 -0.030
C -0.40041 -2.08384 -2.26674 0.0 0.0 0.1 0.312
S -0.26271 -2.56125 -0.59812 0.0 0.0 0.0 -0.090
C 0.32960 -1.06881 0.18387 0.0 0.1 0.0 -0.162
C -0.40852 0.04389 0.17120 0.1 0.0 0.0 0.051
S -2.45166 1.92390 0.16239 0.0 0.0 0.0 -0.130
S 0.19537 -0.73977 -3.03425 0.0 0.0 0.0 -0.135
S 2.06055 -0.24408 2.30068 0.0 0.0 0.1 -0.143
O 0.93950 2.15018 -0.58148 0.1 0.0 0.0 -0.510
S 0.26670 1.64946 0.61694 -0.1 0.0 0.1 0.550
C 1.75190 -1.22495 0.70528 0.0 0.0 0.0 1.596
C 2.72743 -0.76534 -0.33070 0.0 0.0 0.0 -0.623
C 3.82701 -1.49412 -0.64316 0.0 0.0 0.0 -0.422
C 4.08242 -2.74637 -0.04482 0.0 0.0 0.0 -0.643
C 3.14823 -3.28818 0.85812 0.0 0.0 0.0 -0.446
C 2.01644 -2.61665 1.18967 0.0 0.0 0.0 -1.536
C -1.80891 0.23216 -0.32620 -0.1 0.0 0.0 1.036
C -2.78749 -0.85450 -0.15245 0.0 0.0 0.0 -0.898
C -3.79208 -1.01815 -1.01945 0.0 0.0 0.0 -0.498
C -3.94075 -0.16802 -2.18757 0.0 0.0 0.0 -0.446
C -3.11081 0.85584 -2.40941 0.0 0.0 0.0 -1.137
C -2.01781 1.15402 -1.47570 0.0 0.0 0.0 -0.363
H 2.52960 0.18647 -0.80632 0.0 0.0 0.0 0.471
H 4.51787 -1.10663 -1.38054 0.0 0.0 0.0 0.471
H 4.97318 -3.30001 -0.30217 0.0 0.0 0.0 0.415
H 3.32198 -4.26857 1.28176 0.0 0.0 0.0 0.461
H 1.30061 -3.03935 1.88474 0.0 0.0 0.0 0.561
H -2.67663 -1.49327 0.71284 0.0 0.0 0.0 0.516
H -4.51086 -1.81032 -0.85889 0.0 0.0 0.0 0.471
H -4.73026 -0.38793 -2.89297 0.0 0.0 0.0 0.441
H -3.19432 1.47323 -3.29310 0.0 0.0 0.0 0.468
H -1.13844 1.63166 -1.89006 0.0 0.0 0.0 0.712
C -0.39515 4.52268 2.61208 0.0 0.0 0.0 -0.488
O 0.65264 3.69592 3.18561 0.0 0.0 0.0 -0.474
H -0.20341 5.56188 2.86542 0.0 0.0 0.0 0.324
H -1.36468 4.20231 2.98715 0.0 0.0 0.0 0.302
H -0.34220 4.39201 1.53573 0.0 0.0 0.0 0.192
H 0.83344 3.96956 4.09185 0.0 0.0 0.0 0.339
```
Forces are in eV/Å.

***

The following is a quantum chemistry calculation of a structure of composition C16H14N4O7PtS3 in a non-equilibrium geometry, from OMol25.

Values from the calculation:
Highest occupied orbital energy = -8.689 eV
Orbital gap = 8.00 eV
Energy relative to the best compared isomer or geometry (same formula, charge and spin) = 0.5079 eV

Geometry as XYZ:
```
45
Properties=species:S:1:pos:R:3:forces:R:3:mulliken_charge:R:1
Pt 0.38072 0.02765 1.05624 -0.9 -0.6 -1.5 0.788
C -2.37602 -2.86968 -2.41708 0.0 0.0 0.0 -0.806
O -1.83531 -1.61926 -1.98752 0.0 0.1 0.0 -0.338
C -1.52622 -1.42219 -0.71358 0.1 -0.3 -0.1 0.854
O -1.13418 -0.29499 -0.40775 0.4 0.0 0.3 -0.648
N -1.73809 -2.45416 0.13411 0.0 0.1 0.0 0.070
N -1.44323 -2.27556 1.48962 -0.1 0.1 0.0 -0.572
H -2.64415 -2.72554 -3.45823 0.0 0.0 0.0 0.256
H -3.26301 -3.13228 -1.84033 0.0 0.0 0.0 0.374
H -1.62475 -3.65914 -2.34983 0.0 0.0 0.0 0.311
H -1.62573 -3.38554 -0.23840 0.0 0.0 0.0 0.262
H -0.73879 -2.94717 1.77236 0.0 0.0 0.0 0.221
H -2.28920 -2.37911 2.03326 0.0 -0.1 0.0 0.225
O 3.85901 1.54725 2.62122 0.1 0.0 0.0 -0.608
S 2.83233 1.01352 3.45460 -0.2 0.0 -0.1 0.946
O 3.03360 -0.19577 4.17986 0.1 0.0 0.0 -0.573
N 1.39389 0.92683 2.58014 0.3 -0.3 0.0 0.056
C 0.46613 1.73503 3.02911 0.1 -0.1 0.0 0.743
S -0.92723 1.52738 2.08150 -0.3 0.9 0.8 -0.463
C 0.86357 2.56145 4.17797 -0.1 -0.1 -0.1 0.187
C 0.14145 3.50622 4.88229 0.0 0.0 0.0 -0.658
C 0.77081 4.14661 5.94303 0.0 0.0 0.0 -0.554
C 2.08498 3.84346 6.28296 0.0 0.0 0.0 -0.499
C 2.81107 2.89170 5.57273 0.0 0.0 0.0 -0.542
C 2.17307 2.26870 4.52335 0.1 0.0 0.1 0.194
H -0.88016 3.73744 4.61122 0.0 0.0 0.0 0.468
H 0.23286 4.89150 6.51356 0.0 0.0 0.0 0.390
H 2.55154 4.35608 7.11351 0.0 0.0 0.0 0.388
H 3.83271 2.65327 5.83485 0.0 0.0 0.0 0.439
O 2.14179 -0.18816 -1.86710 0.1 0.1 -0.1 -0.650
C 2.23911 -1.16639 -1.16978 -0.3 0.1 0.2 0.340
N 1.38898 -1.46236 -0.10327 0.6 0.3 0.4 -0.338
S 1.79006 -2.85857 0.63507 0.1 -0.1 0.2 1.086
O 0.77535 -3.86914 0.39557 -0.1 0.0 0.0 -0.727
O 2.15903 -2.64820 2.00840 -0.1 0.0 -0.1 -0.606
C 3.18777 -3.20756 -0.36786 0.0 -0.1 -0.1 0.562
C 4.06246 -4.27449 -0.29458 0.0 0.0 0.0 -0.671
C 5.08001 -4.31604 -1.23765 0.0 0.0 0.0 -0.520
C 5.19714 -3.32724 -2.21462 0.0 0.0 0.0 -0.448
C 4.30404 -2.26728 -2.26986 0.0 0.0 0.0 -0.611
C 3.29344 -2.22275 -1.32510 0.0 0.0 0.0 -0.066
H 3.96594 -5.03309 0.46977 0.0 0.0 0.0 0.452
H 5.79727 -5.12597 -1.21306 0.0 0.0 0.0 0.395
H 6.00125 -3.39042 -2.93588 0.0 0.0 0.0 0.390
H 4.38201 -1.48704 -3.01494 0.0 0.0 0.0 0.502
```
Forces are in eV/Å.

***

The following is a quantum chemistry calculation of a structure of composition C16H15AsCl5O8PtS in a non-equilibrium geometry, from OMol25.

Values from the calculation:
Highest occupied orbital energy (alpha / beta) = -11.851 / -11.897 eV
Orbital gap (alpha / beta) = 3.32 / 3.43 eV
Net charge = +1
Energy relative to the best compared isomer or geometry (same formula, charge and spin) = 3.0789 eV

Geometry as XYZ:
```
47
Properties=species:S:1:pos:R:3:forces:R:3:mulliken_charge:R:1
Pt 0.08344 -0.85311 -1.07548 -0.3 -1.0 -0.1 1.528
O -1.94355 2.77414 -2.68360 0.0 -0.6 -0.5 -0.687
As -0.99699 2.08089 -1.42018 -0.5 3.9 1.6 0.968
O -1.39023 3.22062 -0.17979 0.6 -1.3 -1.5 -0.577
O -1.50172 0.55989 -0.96043 0.5 -1.5 0.4 -0.730
C 0.89055 2.29938 -1.75970 -0.7 -0.6 0.1 0.924
C 1.52158 3.38803 -1.18140 0.2 0.2 0.2 -0.902
C 2.90770 3.47673 -1.20691 -0.3 0.0 0.0 -0.431
C 3.65879 2.44492 -1.75236 0.0 -0.2 -0.1 -0.732
C 3.02378 1.36501 -2.34422 0.2 -0.2 -0.2 -0.986
C 1.63765 1.29663 -2.37129 0.4 0.4 -0.5 0.338
S 0.91349 0.12230 -3.48874 0.0 0.1 0.3 1.249
O 1.22597 -1.19396 -2.77565 0.2 0.3 0.2 -0.559
O 1.48206 0.27299 -4.77444 0.2 -0.4 0.0 -0.633
O -0.53687 0.25143 -3.35390 -0.2 0.4 0.1 -0.593
H -2.13783 2.10698 -3.35942 0.0 0.1 -0.1 0.388
H 0.93446 4.16107 -0.70242 -0.1 -0.1 0.0 0.594
H 3.39486 4.34523 -0.78495 0.0 0.0 0.0 0.451
H 4.73870 2.49591 -1.74859 0.0 0.0 0.0 0.469
H 3.60337 0.58780 -2.82752 0.0 0.0 0.0 0.508
C -1.23129 -2.68635 1.11917 -0.1 0.2 -0.3 -0.828
O -1.00758 -1.29291 0.78009 0.3 0.2 0.1 -0.432
C -0.76836 -0.52307 1.99672 -0.3 -0.2 0.0 -0.402
C -1.08362 0.93960 1.83803 0.2 0.2 0.1 -0.884
O -0.06969 1.63811 1.12387 0.2 -0.5 0.4 0.228
C 0.82481 2.34156 1.98295 -0.2 -0.1 -0.2 -0.910
H -2.02962 -2.71781 1.85724 0.0 0.0 0.0 0.455
H -0.32060 -3.12921 1.52242 0.0 0.0 0.0 0.372
H -1.54620 -3.19426 0.21411 0.0 0.0 0.0 0.243
H 0.24701 -0.71636 2.34572 0.1 0.1 0.0 0.248
H -1.47372 -0.91517 2.73204 0.1 -0.1 0.0 0.497
H -1.17458 1.35366 2.84723 0.0 0.0 0.0 0.580
H -2.03747 1.07206 1.33167 0.1 0.0 -0.1 0.284
H 0.29018 3.11168 2.54102 0.0 0.0 0.0 0.290
H 1.59020 2.79587 1.36315 0.0 0.0 0.0 0.202
H 1.29978 1.64147 2.67559 0.0 0.0 0.1 0.357
Cl -0.25466 -3.90348 -1.99661 0.1 0.0 0.1 -0.060
C 1.13919 -3.57720 -1.03959 0.0 -0.4 0.0 0.953
C 1.33338 -2.29263 -0.52639 -0.6 0.4 -0.4 -1.579
C 2.48785 -2.01061 0.19177 0.2 0.0 0.4 0.817
Cl 2.69420 -0.41222 0.80095 0.0 0.0 0.0 -0.116
C 3.43952 -2.99427 0.43635 0.0 0.3 0.0 0.048
Cl 4.84197 -2.63060 1.34376 0.0 0.0 0.0 -0.157
C 3.23394 -4.28042 -0.07287 0.1 -0.2 0.0 0.454
Cl 4.39204 -5.49790 0.21584 -0.1 0.1 0.0 -0.123
C 2.08419 -4.57574 -0.81749 -0.2 0.1 -0.1 0.027
Cl 1.85162 -6.14328 -1.44964 0.0 0.0 0.0 -0.151
```
Forces are in eV/Å.

***

The following is a quantum chemistry calculation of a structure of composition C16H15Cl2N4O2Ru in a non-equilibrium geometry, from OMol25.

Values from the calculation:
Highest occupied orbital energy (alpha / beta) = -18.217 / -19.090 eV
Multiplicity = 5
Orbital gap (alpha / beta) = 7.45 / 6.41 eV
Net charge = +3
Energy relative to the best compared isomer or geometry (same formula, charge and spin) = 0.0000 eV

Geometry as XYZ:
```
40
Properties=species:S:1:pos:R:3:forces:R:3:mulliken_charge:R:1
Ru -0.51287 -0.49992 0.11610 -2.7 -1.8 2.8 1.197
Cl -0.10941 -5.16667 -1.45435 0.9 0.8 -0.6 -0.059
C 0.66447 -3.76798 -2.13001 -0.6 -0.5 0.0 0.242
C 1.67351 -3.79696 -3.10937 0.4 -0.8 -0.4 -0.497
C 2.14559 -2.59252 -3.70885 0.5 -1.4 0.5 0.335
Cl 3.47702 -2.63944 -4.78718 -1.1 0.0 0.6 -0.044
C 1.61491 -1.33256 -3.26188 1.1 0.5 -0.3 0.584
C 1.96780 -0.08131 -3.80131 -0.6 0.5 -0.4 -0.488
C 1.34599 1.04624 -3.30515 -0.2 1.7 0.4 -0.825
C 0.68238 1.04783 -2.04569 0.2 -1.1 -2.3 -0.097
N 0.33634 -0.15135 -1.57288 1.5 0.5 -1.0 -0.233
C 0.75952 -1.31215 -2.19318 -1.3 -0.2 0.7 -0.045
C 0.15231 -2.51354 -1.63408 1.4 -0.2 -1.0 0.819
O -0.71143 -2.37066 -0.70860 0.4 0.1 -0.3 -0.915
H 2.14430 -4.78901 -3.43412 -0.9 1.5 0.5 0.413
H 2.62216 0.02518 -4.67023 -0.3 -0.2 0.2 0.441
H 1.33185 1.99097 -3.88037 0.6 -0.5 0.6 0.417
H 0.34850 1.94410 -1.53980 0.1 0.0 0.0 0.516
C 1.12982 4.63945 3.06608 -1.5 -2.2 1.7 -1.133
C 0.45367 3.35601 2.46352 1.0 0.2 1.3 0.906
C -0.57582 3.36524 1.51280 -0.7 0.0 -1.2 -0.574
C -0.99632 2.19580 0.84939 2.3 0.8 2.3 -0.649
N -0.41195 1.03156 1.27251 0.6 2.0 -1.8 0.233
C 0.48624 0.93340 2.26281 -0.5 1.4 1.6 -0.399
C 0.92424 2.09451 2.91788 -1.2 -0.6 -1.7 -0.662
H 1.87433 4.24471 3.82459 -0.7 0.9 -1.0 0.332
H 0.38408 5.30963 3.58325 0.7 -0.8 -0.5 0.361
H 1.57182 5.18828 2.28203 0.7 0.7 -0.9 0.365
H -1.00171 4.33099 1.22764 0.1 -0.4 0.0 0.462
H -1.63780 2.15552 -0.01057 -0.4 0.1 -0.1 0.737
H 0.66224 -0.07232 2.66431 0.3 0.3 -0.4 0.482
H 1.57407 1.96371 3.74190 0.7 0.2 0.6 0.435
N -2.71471 -2.75544 1.12508 -0.5 -0.5 0.5 -0.267
C -2.72585 -1.62211 1.86345 -1.4 -3.5 -0.1 0.569
N -3.59408 -1.51174 2.90040 1.6 1.9 -1.2 -0.390
O -1.85979 -0.75327 1.61132 1.0 1.4 -0.2 -0.640
H -3.33823 -3.52026 1.41325 0.5 0.5 -0.4 0.234
H -1.96890 -2.98442 0.43018 -1.1 0.4 1.1 0.300
H -4.40560 -2.06392 2.87096 -1.1 -1.0 0.1 0.255
H -3.76272 -0.56559 3.24819 0.3 -0.4 0.0 0.284
```
Forces are in eV/Å.

***

The following is a quantum chemistry calculation of a structure of composition C16H15MnN2O4 in a non-equilibrium geometry, from OMol25.

Values from the calculation:
Highest occupied orbital energy (alpha / beta) = -21.067 / -21.003 eV
Multiplicity = 2
Orbital gap (alpha / beta) = 7.52 / 7.73 eV
Net charge = +3

Geometry as XYZ:
```
38
Properties=species:S:1:pos:R:3:forces:R:3:mulliken_charge:R:1
Mn -0.45752 0.07729 -0.24654 -0.6 0.2 0.9 0.185
O 3.07188 -0.00797 1.18124 0.1 0.0 -0.1 -0.299
C 1.90870 -0.00557 1.09846 0.1 0.1 0.2 0.213
O 1.22307 0.01462 -0.14850 -0.1 -0.1 -0.3 -0.733
C 0.88562 -0.03858 2.18386 -0.1 0.0 -0.1 0.419
C 1.13114 -0.04164 3.54307 0.1 0.0 0.1 -0.641
C 0.04486 -0.16183 4.40452 -0.1 0.0 0.0 -0.551
C -1.24068 -0.32273 3.87956 0.1 0.0 0.2 -0.843
C -1.39810 -0.33123 2.50833 -0.1 0.0 -0.1 0.647
N -0.35306 -0.14090 1.69553 -0.1 0.0 -0.3 1.014
C -2.71559 -0.61177 1.85641 0.0 0.0 -0.2 -0.350
O -3.76836 -0.49381 2.38356 0.0 0.0 0.1 -0.373
O -2.65468 0.04355 -0.61368 0.2 0.1 0.0 -0.519
H 2.15096 0.03570 3.90222 0.0 0.0 0.0 0.578
H 0.19608 -0.16298 5.47736 0.0 0.0 0.0 0.526
H -2.10386 -0.46316 4.51904 0.0 0.0 0.0 0.623
C -0.84925 2.29171 -1.39528 0.1 0.1 -0.1 -0.753
N -1.39877 1.85615 -0.08023 0.4 -0.3 -0.2 -0.111
C -1.13444 2.83462 1.00690 0.0 0.0 0.0 -1.020
C -2.80200 1.40388 -0.17863 0.0 0.1 0.0 -0.379
C -2.65151 -1.09487 0.29541 -0.1 -0.1 0.3 2.527
C -3.79312 -2.03577 0.14116 -0.1 0.0 -0.1 -1.062
C -3.54344 -3.36241 0.03435 0.1 0.0 0.0 -0.765
C -2.20477 -3.82410 -0.06378 0.0 0.0 0.0 -0.325
C -1.06238 -2.96762 -0.07829 0.0 -0.2 0.0 -0.751
C -1.32350 -1.65484 0.01308 0.2 0.3 -0.2 0.249
H -1.38592 3.15502 -1.79931 -0.1 0.0 0.1 0.386
H -0.96657 1.49248 -2.14808 0.0 0.0 0.0 0.486
H 0.19966 2.56388 -1.28141 0.0 0.0 0.0 0.404
H -1.68366 3.75300 0.78998 0.0 0.0 0.0 0.395
H -0.07140 3.06310 1.04257 0.0 0.0 0.0 0.356
H -1.47110 2.43434 1.95995 0.0 0.0 0.0 0.381
H -3.34036 1.93669 -0.95996 -0.1 0.0 0.0 0.494
H -3.31799 1.50613 0.77287 0.0 0.0 0.0 0.336
H -4.80092 -1.63726 0.21018 0.0 0.0 0.0 0.564
H -4.35766 -4.07396 -0.01499 0.0 0.0 0.0 0.538
H -2.03694 -4.89092 -0.19260 0.0 0.0 0.0 0.531
H -0.07416 -3.37583 -0.25104 0.0 0.0 0.0 0.622
```
Forces are in eV/Å.

***

The following is a quantum chemistry calculation of a structure of composition C16H15N2O9P2ReS5Sb in a non-equilibrium geometry, from OMol25.

Values from the calculation:
Highest occupied orbital energy (alpha / beta) = -2.578 / -2.643 eV
Multiplicity = 4
Orbital gap (alpha / beta) = 6.48 / 6.36 eV
Net charge = -2
Energy relative to the best compared isomer or geometry (same formula, charge and spin) = 0.4779 eV

Geometry as XYZ:
```
51
Properties=species:S:1:pos:R:3:forces:R:3:mulliken_charge:R:1
Re -0.81607 2.06004 0.98941 -0.4 0.2 0.1 1.009
S -1.97036 6.75899 3.08776 0.0 -0.2 -0.1 -0.664
Sb -0.54170 5.46122 1.90866 -0.1 -0.7 0.2 0.897
S -0.11398 3.20183 2.88498 0.1 0.4 0.3 -0.523
S -1.45104 4.09926 0.05880 0.1 0.7 -0.2 -0.498
S 1.41230 6.48033 1.33843 0.1 -0.2 -0.2 -0.686
O -2.85626 1.07188 -2.75049 0.0 0.0 0.2 -0.595
P -2.72258 0.52138 -1.22309 -0.6 0.2 -1.2 0.767
O -3.09975 -0.90326 -1.21159 0.2 0.0 0.3 -0.693
O -1.33251 0.98822 -0.80941 0.0 0.2 0.7 -0.455
O -3.81806 1.46298 -0.51642 0.3 -0.2 0.4 -0.201
P -4.08987 1.77895 1.06561 -0.4 0.7 -0.2 0.601
O -4.76639 0.44041 1.61046 0.5 -0.2 -0.1 -0.526
O -5.00608 2.91511 1.15563 -0.1 -0.2 0.1 -0.740
O -2.71278 1.90036 1.74139 0.5 -0.7 -0.5 -0.328
H -3.67699 0.70033 -3.09801 0.1 0.0 -0.1 0.292
H -4.07376 -0.24679 1.61184 -0.2 -0.1 0.1 0.472
C -0.17705 -5.08175 -3.08164 0.1 0.1 0.1 -1.562
C -0.19036 -4.10979 -1.93024 0.0 -0.1 0.0 1.114
C 0.19860 -2.78607 -2.08669 0.0 0.0 0.0 -0.958
C 0.12058 -1.88353 -1.03719 -0.2 0.2 0.0 0.293
C -0.34919 -2.31103 0.18924 -0.3 0.1 0.1 0.130
C -0.69544 -3.64082 0.37729 0.0 0.0 0.1 -1.114
C -0.62105 -4.53284 -0.67606 0.0 0.1 0.0 -0.687
S -0.71711 -1.27882 1.61216 0.3 -0.2 0.9 1.198
O -2.11684 -0.99099 1.66207 -0.3 0.2 -0.3 -0.536
O -0.21925 -2.05397 2.73074 0.1 0.0 -0.1 -0.765
N 0.10633 0.10793 1.47322 -0.8 -0.1 -0.5 -0.402
C 1.43654 -0.00305 1.14904 0.7 -0.2 0.2 -0.444
C 2.22842 -1.13277 1.32680 -0.2 0.4 0.1 -0.112
C 3.58834 -1.10271 1.00784 0.2 0.0 -0.1 -0.937
C 4.19197 0.02586 0.52096 0.1 -0.1 0.0 -0.933
C 3.42406 1.18689 0.30231 -0.3 0.0 0.2 0.687
C 3.96966 2.40344 -0.15961 -0.2 0.2 -0.1 -0.684
C 3.14034 3.46700 -0.36383 0.5 -0.1 0.0 -0.984
C 1.76931 3.33266 -0.12850 -0.5 0.0 0.0 -0.295
N 1.22251 2.22907 0.34771 0.4 0.1 -0.5 0.766
C 2.03876 1.15790 0.58614 0.2 -0.2 0.1 0.745
H -0.15771 -4.56012 -4.03800 0.0 0.0 0.0 0.354
H -1.06573 -5.71257 -3.04126 0.0 0.0 -0.1 0.375
H 0.69691 -5.73694 -3.03563 0.0 0.0 0.0 0.289
H 0.53704 -2.43521 -3.05478 0.0 0.0 0.0 0.306
H 0.38017 -0.84759 -1.19700 -0.1 0.1 0.0 0.404
H -1.04041 -3.94545 1.35591 0.0 -0.1 0.0 0.449
H -0.93051 -5.56202 -0.53057 0.0 0.0 0.0 0.345
H 1.77873 -2.01168 1.76404 0.2 0.0 0.0 0.588
H 4.18319 -1.99364 1.17180 0.0 0.0 0.0 0.388
H 5.25384 0.04551 0.30844 0.0 0.0 0.0 0.358
H 5.03418 2.47400 -0.34838 0.0 0.0 0.0 0.402
H 3.50948 4.42917 -0.68756 0.0 0.0 0.0 0.394
H 1.10757 4.16272 -0.33272 0.0 -0.1 0.1 0.697
```
Forces are in eV/Å.